# 1
Here is C26H78N9O7P3S4 as an isolated structure in a non-equilibrium geometry from the Open Molecules 2025 dataset. Energies are from ωB97M-V/def2-TZVPD.

## Properties
**Multiplicity**: 1
**HOMO level**: -5.76 eV
**Relative energy (zero: lowest compared OMol25 entry of this formula, charge and spin)**: 1245.95 kcal per mole
**LUMO level**: 0.06 eV
**Largest force on an atom**: 0.357 Eh/bohr
**Electronic energy**: -4671.7979 Eh
**Gap between HOMO and LUMO**: 5.82 eV

Cartesian coordinates (Å):
O1 2.509 2.580 0.928
P1 2.155 2.067 2.285
N1 2.842 3.091 3.570
C1 4.270 3.482 3.442
C2 1.962 3.423 4.735
N2 2.943 0.549 2.557
C3 3.219 -0.435 1.560
C4 3.079 0.017 3.964
N3 0.481 1.913 2.559
C5 -0.318 1.721 1.210
C6 -0.134 1.168 3.719
H1 4.441 3.774 2.405
H2 4.937 2.687 3.775
H3 4.296 4.325 4.133
H4 1.074 4.003 4.485
H5 2.484 3.946 5.536
H6 1.553 2.544 5.233
H7 3.117 -0.040 0.549
H8 4.242 -0.802 1.478
H9 2.496 -1.239 1.694
H10 2.928 0.752 4.754
H11 2.541 -0.911 4.154
H12 4.139 -0.192 4.106
H13 0.104 2.360 0.434
H14 -0.009 0.754 0.815
H15 -1.390 1.598 1.363
H16 0.544 0.986 4.552
H17 -0.450 0.188 3.361
H18 -0.965 1.654 4.231
O2 2.071 3.927 -4.047
P2 1.659 2.808 -3.175
N4 2.564 2.736 -1.655
C7 2.192 1.768 -0.580
C8 3.319 3.923 -1.195
N5 1.691 1.274 -3.821
C9 0.757 1.013 -4.963
C10 2.938 0.429 -3.839
N6 0.037 2.887 -2.669
C11 -0.505 1.700 -1.934
C12 -0.728 4.135 -2.339
H19 1.512 0.968 -0.872
H20 1.795 2.143 0.363
H21 3.126 1.219 -0.456
H22 3.998 3.778 -0.355
H23 2.559 4.619 -0.841
H24 3.790 4.327 -2.091
H25 -0.297 0.873 -4.726
H26 0.845 1.892 -5.602
H27 1.120 0.212 -5.608
H28 3.211 -0.033 -2.890
H29 2.755 -0.254 -4.668
H30 3.793 1.010 -4.184
H31 -0.132 0.686 -2.077
H32 -0.582 2.010 -0.892
H33 -1.584 1.567 -2.018
H34 -1.645 3.920 -1.790
H35 -1.041 4.617 -3.265
H36 -0.145 4.826 -1.732
O3 -2.951 -2.220 -3.762
P3 -3.474 -1.272 -2.714
N7 -4.627 -0.133 -3.297
C13 -6.002 -0.466 -3.397
C14 -4.188 0.903 -4.260
N8 -2.303 -0.339 -1.973
C15 -1.021 -0.940 -1.692
C16 -2.655 0.917 -1.201
N9 -4.154 -1.909 -1.245
C17 -3.897 -3.309 -0.967
C18 -5.207 -1.354 -0.428
H37 -6.593 0.416 -3.643
H38 -6.498 -0.638 -2.442
H39 -6.022 -1.335 -4.055
H40 -3.364 1.536 -3.932
H41 -4.988 1.494 -4.705
H42 -3.656 0.268 -4.970
H43 -1.091 -1.679 -0.894
H44 -0.602 -1.462 -2.552
H45 -0.368 -0.105 -1.438
H46 -3.741 0.996 -1.258
H47 -2.234 0.712 -0.217
H48 -2.110 1.734 -1.675
H49 -3.574 -3.470 0.061
H50 -4.670 -4.056 -1.150
H51 -3.151 -3.710 -1.653
H52 -6.187 -1.831 -0.439
H53 -5.423 -0.314 -0.674
H54 -4.831 -1.434 0.592
C19 1.025 -2.640 2.823
S1 0.147 -2.632 4.424
O4 0.803 -3.553 5.453
C20 0.770 -0.955 4.955
H55 2.102 -2.510 2.716
H56 0.712 -1.811 2.188
H57 0.732 -3.541 2.285
H58 0.810 -0.202 4.167
H59 1.767 -0.972 5.395
H60 -0.014 -0.552 5.596
C21 -2.342 0.965 3.179
S2 -1.984 -0.807 2.754
O5 -0.552 -1.199 3.247
C22 -1.882 -0.998 0.875
H61 -1.901 1.613 2.421
H62 -1.718 1.084 4.065
H63 -3.405 1.167 3.305
H64 -1.106 -1.667 0.503
H65 -1.430 -0.073 0.517
H66 -2.821 -1.250 0.384
C23 0.701 -6.517 -0.214
S3 0.580 -4.645 -0.638
O6 1.480 -3.934 0.422
C24 1.712 -4.644 -2.055
H67 1.681 -6.894 -0.506
H68 -0.196 -7.074 -0.485
H69 0.725 -6.625 0.870
H70 1.539 -5.470 -2.745
H71 2.716 -4.816 -1.665
H72 1.783 -3.768 -2.700
C25 1.309 -0.787 -1.846
S4 0.891 -0.305 -0.083
O7 -0.500 0.272 -0.150
C26 0.752 -2.016 0.688
H73 1.641 0.003 -2.520
H74 0.566 -1.488 -2.225
H75 2.144 -1.455 -1.630
H76 0.118 -1.975 1.574
H77 1.726 -2.460 0.897
H78 0.340 -2.815 0.072

These are the Löwdin partial charges, in e, on atoms 1 to 4:
1. O -0.196
2. P 0.799
3. N -0.289
4. C -0.086

***

# 2
Here is a 13-piece molecular cluster, C26H78O13 overall in a non-equilibrium geometry from the Open Molecules 2025 dataset. Energies are from ωB97M-V/def2-TZVPD.

## Properties
**Multiplicity**: 1
**HOMO level**: -9.42 eV
**Relative energy (zero: lowest compared OMol25 entry of this formula, charge and spin)**: 61.87 kcal per mole
**LUMO level**: 0.39 eV
**Largest force on an atom**: 0.053 Eh/bohr
**Electronic energy**: -2015.3691 Eh
**Gap between HOMO and LUMO**: 9.81 eV

Cartesian coordinates (Å):
C1 1.162 0.150 -3.908
C2 2.657 0.032 -3.771
O1 2.973 -0.835 -2.692
H1 0.617 -0.792 -3.975
H2 0.937 0.697 -4.824
H3 0.720 0.749 -3.112
H4 3.082 1.033 -3.696
H5 3.072 -0.381 -4.690
H6 3.930 -0.832 -2.621
C3 4.022 -1.775 3.823
C4 3.844 -0.753 2.748
O2 2.601 -1.000 2.201
H7 3.332 -1.564 4.640
H8 4.998 -1.750 4.307
H9 3.820 -2.789 3.478
H10 4.564 -0.854 1.936
H11 3.891 0.281 3.088
H12 2.542 -0.629 1.318
C5 -2.308 2.144 -2.827
C6 -2.782 3.569 -2.536
O3 -2.428 4.456 -3.586
H13 -1.266 2.202 -3.139
H14 -2.870 1.513 -3.516
H15 -2.244 1.614 -1.876
H16 -2.364 3.945 -1.602
H17 -3.867 3.545 -2.430
H18 -2.691 5.341 -3.323
C7 5.341 -3.027 -1.378
C8 5.654 -1.507 -1.252
O4 5.642 -1.021 -2.562
H19 6.150 -3.479 -1.952
H20 4.373 -3.261 -1.821
H21 5.355 -3.581 -0.440
H22 6.584 -1.219 -0.763
H23 4.828 -1.032 -0.721
H24 6.497 -1.216 -2.951
C9 -1.500 -2.095 3.178
C10 -2.710 -2.101 2.280
O5 -3.027 -0.791 1.870
H25 -0.724 -1.511 2.684
H26 -1.074 -3.098 3.205
H27 -1.662 -1.581 4.125
H28 -3.559 -2.528 2.812
H29 -2.436 -2.644 1.375
H30 -3.401 -0.377 2.651
C11 -0.505 -3.479 -2.391
C12 1.030 -3.581 -2.434
O6 1.361 -4.915 -2.468
H31 -0.807 -2.438 -2.505
H32 -0.899 -3.877 -1.456
H33 -1.081 -3.954 -3.185
H34 1.534 -3.041 -1.632
H35 1.417 -3.134 -3.350
H36 0.979 -5.347 -3.235
C13 -4.330 -1.972 -2.600
C14 -4.143 -1.793 -1.101
O7 -2.938 -1.085 -0.894
H37 -3.470 -2.479 -3.037
H38 -4.475 -1.059 -3.178
H39 -5.216 -2.534 -2.894
H40 -4.003 -2.751 -0.600
H41 -4.998 -1.297 -0.641
H42 -2.821 -0.974 0.052
C15 1.161 -4.258 1.171
C16 2.645 -4.131 0.715
O8 2.934 -5.178 -0.182
H43 0.966 -5.041 1.903
H44 0.486 -4.460 0.339
H45 0.827 -3.352 1.678
H46 3.315 -4.072 1.573
H47 2.790 -3.195 0.175
H48 2.445 -5.003 -0.989
C17 -2.509 1.713 4.174
C18 -3.594 0.945 4.994
O9 -4.376 0.174 4.100
H49 -2.975 2.506 3.591
H50 -1.968 1.092 3.460
H51 -1.850 2.113 4.945
H52 -4.110 1.623 5.675
H53 -3.074 0.260 5.663
H54 -5.044 -0.260 4.635
C19 -0.838 4.160 2.112
C20 -1.037 5.410 1.215
O10 -2.467 5.771 1.345
H55 0.071 3.593 1.913
H56 -1.643 3.436 1.988
H57 -0.829 4.400 3.175
H58 -0.786 5.110 0.198
H59 -0.351 6.213 1.485
H60 -2.573 6.217 2.189
C21 -5.416 1.948 0.075
C22 -4.524 2.716 1.076
O11 -4.746 4.065 0.808
H61 -5.151 2.229 -0.944
H62 -6.480 2.149 0.198
H63 -5.231 0.879 0.184
H64 -3.471 2.477 0.928
H65 -4.765 2.464 2.109
H66 -3.953 4.537 1.073
C23 -0.115 0.629 0.757
C24 0.501 -0.483 -0.093
O12 1.917 -0.317 -0.311
H67 0.080 0.529 1.825
H68 -1.190 0.694 0.586
H69 0.270 1.615 0.497
H70 0.038 -0.510 -1.079
H71 0.325 -1.447 0.385
H72 2.103 -0.654 -1.191
C25 3.845 2.343 -1.216
C26 4.075 3.855 -1.076
O13 4.318 4.340 -2.329
H73 3.018 2.074 -1.873
H74 3.624 1.919 -0.236
H75 4.760 1.886 -1.591
H76 4.962 4.102 -0.492
H77 3.183 4.353 -0.695
H78 3.498 4.283 -2.824

These are the Löwdin partial charges, in e, on atoms 1 to 4:
1. C -0.071
2. C -0.291
3. O -0.098
4. H 0.070

***

# 3
Here is a 13-piece molecular cluster, C26H78O13 overall in a non-equilibrium geometry from the Open Molecules 2025 dataset. Energies are from ωB97M-V/def2-TZVPD.

## Properties
**Multiplicity**: 1
**HOMO level**: -9.55 eV
**Relative energy (zero: lowest compared OMol25 entry of this formula, charge and spin)**: 72.55 kcal per mole
**LUMO level**: 0.22 eV
**Largest force on an atom**: 0.048 Eh/bohr
**Electronic energy**: -2015.3521 Eh
**Gap between HOMO and LUMO**: 9.76 eV

Cartesian coordinates (Å):
C1 14.711 16.494 15.341
C2 13.293 16.689 14.780
O1 13.042 15.480 14.043
H1 14.791 15.697 16.081
H2 15.021 17.416 15.833
H3 15.496 16.253 14.625
H4 13.227 17.537 14.099
H5 12.582 16.772 15.602
H6 12.259 15.562 13.495
C3 7.143 13.466 13.421
C4 7.865 14.790 13.920
O2 8.098 15.668 12.828
H7 7.802 12.792 12.874
H8 6.357 13.786 12.737
H9 6.761 13.022 14.340
H10 8.797 14.458 14.376
H11 7.254 15.315 14.654
H12 7.279 16.115 12.606
C5 8.927 11.911 18.285
C6 8.670 12.514 16.920
O3 8.296 11.445 16.105
H13 8.152 11.182 18.522
H14 9.020 12.687 19.045
H15 9.823 11.290 18.288
H16 9.577 12.929 16.480
H17 7.751 13.098 16.963
H18 7.527 10.945 16.388
C7 6.545 7.838 12.622
C8 7.844 8.475 13.260
O4 8.450 9.386 12.346
H19 5.861 8.630 12.316
H20 6.022 7.211 13.344
H21 6.793 7.273 11.724
H22 8.529 7.688 13.578
H23 7.630 9.038 14.169
H24 8.996 10.041 12.787
C9 11.541 11.408 8.791
C10 11.170 10.283 7.779
O5 12.359 9.826 7.141
H25 10.585 11.809 9.128
H26 12.063 12.251 8.338
H27 12.096 11.076 9.669
H28 10.313 10.538 7.155
H29 10.771 9.444 8.348
H30 12.407 10.365 6.348
C11 12.542 16.061 10.770
C12 11.074 15.726 11.111
O6 10.901 15.850 12.504
H31 13.154 15.241 11.148
H32 12.848 16.986 11.259
H33 12.613 16.091 9.683
H34 10.664 14.812 10.681
H35 10.426 16.451 10.619
H36 9.948 15.740 12.543
C13 15.678 8.988 10.745
C14 14.399 9.499 10.070
O7 13.816 8.484 9.281
H37 16.086 9.693 11.469
H38 16.439 8.717 10.014
H39 15.419 8.081 11.291
H40 14.555 10.359 9.419
H41 13.680 9.763 10.845
H42 13.398 8.845 8.496
C15 13.608 12.331 16.228
C16 12.944 11.700 17.496
O8 13.657 10.488 17.822
H43 13.658 11.605 15.417
H44 14.631 12.671 16.385
H45 12.995 13.119 15.791
H46 11.912 11.495 17.212
H47 13.047 12.395 18.329
H48 13.132 9.741 17.526
C17 11.221 12.315 12.262
C18 10.825 12.040 13.707
O9 9.676 11.196 13.827
H49 12.019 13.052 12.166
H50 10.322 12.643 11.742
H51 11.584 11.410 11.774
H52 10.620 12.991 14.198
H53 11.699 11.630 14.212
H54 9.323 11.337 14.709
C19 6.429 14.284 9.671
C20 7.439 13.206 9.914
O10 7.828 12.684 8.655
H55 6.919 15.137 9.202
H56 5.942 14.612 10.589
H57 5.699 13.925 8.944
H58 7.010 12.437 10.557
H59 8.273 13.597 10.496
H60 8.090 11.776 8.827
C21 15.165 12.892 12.308
C22 15.638 13.703 11.184
O11 16.577 13.012 10.365
H61 14.470 13.490 12.898
H62 15.958 12.625 13.007
H63 14.626 12.025 11.928
H64 15.959 14.698 11.492
H65 14.840 13.913 10.472
H66 17.098 13.709 9.959
C23 10.108 8.856 16.465
C24 11.263 8.126 17.171
O12 12.416 8.295 16.381
H67 9.199 8.765 17.061
H68 9.957 8.369 15.502
H69 10.412 9.901 16.402
H70 11.190 7.043 17.270
H71 11.414 8.561 18.159
H72 12.268 7.873 15.532
C25 11.492 8.090 12.679
C26 12.836 7.561 13.306
O13 12.510 6.576 14.208
H73 10.896 7.243 12.339
H74 11.640 8.766 11.837
H75 10.878 8.531 13.464
H76 13.449 8.319 13.794
H77 13.528 7.149 12.572
H78 12.139 5.846 13.707

These are the Löwdin partial charges, in e, on atoms 1 to 4:
1. C -0.088
2. C -0.278
3. O -0.129
4. H 0.063

***

# 4
Here is C26H78O13S4 as an isolated structure in a non-equilibrium geometry from the Open Molecules 2025 dataset. Energies are from ωB97M-V/def2-TZVPD.

## Properties
**Multiplicity**: 1
**HOMO level**: -8.61 eV
**Relative energy (zero: lowest compared OMol25 entry of this formula, charge and spin)**: 62.51 kcal per mole
**LUMO level**: 0.21 eV
**Largest force on an atom**: 0.252 Eh/bohr
**Electronic energy**: -3607.4353 Eh
**Gap between HOMO and LUMO**: 8.82 eV

Cartesian coordinates (Å):
C1 0.188 -0.647 -0.719
C2 0.582 0.542 0.063
O1 -0.447 1.173 0.799
H1 -0.555 -0.137 -1.487
H2 -0.534 -1.390 -0.282
H3 0.915 -1.331 -1.025
H4 0.851 1.151 -0.727
H5 1.335 0.179 0.765
H6 -0.256 2.005 0.540
C3 0.390 -3.475 0.813
C4 0.288 -4.936 1.301
O2 0.719 -5.166 2.610
H7 -0.103 -2.671 1.584
H8 -0.095 -3.114 -0.188
H9 1.448 -3.428 0.908
H10 0.569 -5.767 0.433
H11 -0.811 -5.023 1.371
H12 1.675 -4.983 2.662
C5 -0.894 -2.506 4.430
C6 0.441 -1.887 3.945
O3 1.429 -2.229 4.876
H13 -0.925 -3.590 4.266
H14 -1.602 -2.263 3.595
H15 -0.978 -2.168 5.462
H16 0.284 -0.893 4.226
H17 0.773 -1.835 2.847
H18 1.110 -1.796 5.825
C7 -1.734 4.222 1.244
C8 -2.480 5.381 1.821
O4 -3.765 5.657 1.111
H19 -1.420 4.284 0.247
H20 -2.108 3.099 1.114
H21 -0.757 4.050 1.800
H22 -1.874 6.274 1.711
H23 -2.785 5.255 2.935
H24 -3.628 5.357 0.189
C9 3.734 -0.352 -1.621
C10 4.581 0.292 -2.789
O5 3.712 0.540 -3.887
H25 3.399 -1.333 -2.096
H26 2.963 0.287 -1.180
H27 4.476 -0.797 -0.756
H28 5.568 -0.193 -3.114
H29 4.970 1.345 -2.435
H30 4.137 1.305 -4.335
C11 -4.576 -1.433 0.967
C12 -3.921 -2.519 0.118
O6 -4.206 -2.155 -1.232
H31 -5.706 -1.525 1.021
H32 -4.118 -0.517 0.622
H33 -4.414 -1.698 1.985
H34 -4.370 -3.550 0.133
H35 -2.906 -2.470 0.217
H36 -4.202 -2.847 -1.791
C13 -1.003 -3.593 -2.848
C14 -2.480 -3.710 -3.519
O7 -3.499 -3.701 -2.446
H37 -0.705 -4.439 -2.118
H38 -0.731 -2.597 -2.532
H39 -0.192 -3.483 -3.453
H40 -2.489 -4.466 -4.174
H41 -2.740 -2.927 -4.185
H42 -4.276 -4.035 -2.832
C15 0.788 -1.260 -4.570
C16 0.881 -1.984 -5.885
O8 -0.333 -2.487 -6.217
H43 0.419 -1.897 -3.815
H44 -0.223 -0.555 -4.642
H45 1.569 -0.611 -4.293
H46 1.741 -2.793 -5.969
H47 1.306 -1.310 -6.537
H48 -0.336 -2.414 -7.185
C17 1.863 2.816 -4.470
C18 1.977 2.588 -3.074
O9 1.175 3.493 -2.400
H49 1.981 1.833 -5.213
H50 2.401 3.438 -4.838
H51 0.964 3.346 -4.847
H52 2.985 2.309 -2.569
H53 1.298 1.684 -2.773
H54 1.147 3.499 -1.381
C19 5.759 -1.742 3.153
S1 4.155 -1.148 2.526
O10 4.465 0.018 1.665
C20 3.711 -2.540 1.504
H55 5.688 -2.758 3.638
H56 6.309 -1.175 3.976
H57 6.467 -2.015 2.530
H58 4.308 -2.683 0.516
H59 2.657 -2.270 1.114
H60 3.920 -3.512 1.856
C21 3.643 3.392 0.303
S2 2.149 4.162 0.839
O11 0.868 3.459 0.241
C22 2.263 3.637 2.559
H61 3.708 2.386 0.341
H62 4.546 3.801 0.841
H63 3.732 3.765 -0.684
H64 2.340 2.497 2.546
H65 1.627 3.989 3.079
H66 3.235 3.787 2.955
C23 -3.483 0.503 6.030
S3 -2.642 1.966 5.730
O12 -1.155 1.852 6.260
C24 -2.554 1.957 3.899
H67 -4.324 0.528 5.452
H68 -3.838 0.179 7.014
H69 -3.026 -0.549 5.671
H70 -3.498 1.731 3.544
H71 -1.804 1.338 3.459
H72 -2.544 2.914 3.603
C25 -4.747 2.267 -1.336
S4 -3.706 3.428 -2.415
O13 -3.604 4.655 -1.612
C26 -2.154 2.534 -2.291
H73 -4.798 1.315 -2.137
H74 -5.701 2.619 -1.429
H75 -4.201 2.200 -0.399
H76 -2.278 1.858 -3.032
H77 -2.053 1.969 -1.360
H78 -1.297 3.168 -2.260

These are the Löwdin partial charges, in e, on atoms 1 to 4:
1. C -0.098
2. C -0.334
3. O -0.035
4. H 0.127

***

> The lowest LUMO level belongs to which entry?

C26H78N9O7P3S4